(1)
DFT (ωB97M-V/def2-TZVPD) results for a molecular structure, C24H42N6PPbSb in a non-equilibrium geometry.

Each line ends with the Mulliken charge.
Positions of all 75 atoms, in Å:
Pb  0.061  -1.317  -1.135  1.448
C  -2.196  -6.185  1.172  -0.882
N  -2.212  -4.956  0.337  0.135
C  -3.175  -4.577  -0.523  -0.261
C  -2.700  -3.480  -1.182  -0.719
N  -1.493  -3.134  -0.634  -0.002
C  -1.179  -4.087  0.283  0.133
P  0.219  -4.173  1.498  -0.335
C  0.030  -2.455  2.053  -0.200
N  -0.005  -1.398  1.259  0.214
C  -0.201  -0.316  2.090  0.484
C  -0.289  -0.736  3.391  -0.602
N  -0.115  -2.100  3.348  0.155
C  -0.267  -3.015  4.474  -0.812
C  1.544  -3.985  0.281  0.055
N  1.655  -3.183  -0.788  -0.090
C  2.811  -3.493  -1.392  -0.791
C  3.403  -4.529  -0.731  -0.209
N  2.611  -4.829  0.339  0.199
C  2.883  -5.959  1.256  -0.761
H  -2.996  -6.847  0.881  0.342
H  -2.235  -5.928  2.210  0.331
H  -1.283  -6.706  1.029  0.379
H  -4.080  -5.125  -0.693  0.436
H  -3.230  -2.870  -1.902  0.437
H  -0.142  0.668  1.680  -0.491
H  -0.312  -0.192  4.301  0.512
H  -0.745  -2.526  5.304  0.377
H  0.689  -3.419  4.775  0.327
H  -0.895  -3.871  4.198  0.290
H  3.256  -3.012  -2.239  0.444
H  4.308  -5.066  -0.955  0.441
H  3.277  -5.641  2.191  0.323
H  3.581  -6.646  0.770  0.325
H  1.970  -6.567  1.427  0.316
C  -0.881  3.469  1.904  -1.723
C  0.242  3.721  0.918  1.525
C  0.260  5.232  0.551  -1.618
C  1.597  3.370  1.563  -1.865
Sb  0.063  2.387  -0.824  0.763
C  -2.047  2.721  -1.530  1.451
C  -2.138  2.059  -2.918  -1.640
C  -2.870  1.886  -0.524  -1.346
C  -2.626  4.135  -1.609  -1.549
C  1.639  3.068  -2.162  1.522
C  2.926  2.414  -1.708  -1.702
C  1.822  4.558  -2.330  -1.792
C  1.306  2.497  -3.545  -1.784
H  -0.792  4.225  2.695  0.520
H  -0.943  2.455  2.306  0.097
H  -1.858  3.707  1.482  0.400
H  0.165  5.846  1.475  0.455
H  -0.476  5.573  -0.148  0.276
H  1.210  5.507  0.115  0.344
H  1.708  4.019  2.407  0.499
H  2.395  3.542  0.866  0.435
H  1.621  2.366  1.954  0.214
H  -1.655  1.065  -2.913  0.187
H  -1.649  2.678  -3.632  0.398
H  -3.185  1.995  -3.226  0.513
H  -2.602  0.808  -0.535  0.118
H  -3.936  1.934  -0.731  0.483
H  -2.764  2.228  0.492  0.273
H  -2.021  4.787  -2.307  0.303
H  -2.711  4.671  -0.661  0.328
H  -3.636  4.087  -2.076  0.442
H  3.270  2.703  -0.726  0.368
H  3.729  2.633  -2.406  0.462
H  2.783  1.359  -1.747  0.340
H  2.345  5.045  -1.508  0.328
H  0.873  5.044  -2.501  0.350
H  2.479  4.754  -3.184  0.487
H  1.021  1.436  -3.506  0.231
H  2.243  2.575  -4.088  0.651
H  0.545  3.096  -4.056  0.308

## Properties
Charge: +2
Largest force on an atom: 1.709 eV Å⁻¹
2S+1: 1
ΔE to the lowest compared entry with this formula, charge and spin: 0.00 kcal per mole
Total energy: -2042.179933 a.u.

(2)
DFT (ωB97M-V/def2-TZVPD) results for a molecular structure, C24H43Br2FN2O7S in a non-equilibrium geometry.

Each line ends with the Mulliken charge.
Positions of all 80 atoms, in Å:
C  -5.004  -1.929  1.281  -0.697
C  -3.849  -1.724  0.614  -0.389
C  -3.622  -0.407  -0.100  -0.496
N  -2.453  0.369  0.332  1.095
C  -2.081  1.447  -0.548  -4.343
C  -0.588  1.394  -1.015  3.787
C  -0.450  0.155  -1.948  -1.729
C  0.549  -0.964  -1.598  -0.173
C  0.067  -2.008  -0.566  1.168
C  0.413  -3.430  -0.994  -1.130
N  1.879  -3.640  -1.011  -0.104
C  2.602  -3.599  -2.167  0.677
C  2.101  -4.362  -3.370  -1.113
O  3.658  -2.989  -2.250  -0.698
O  0.140  1.344  0.201  0.999
C  1.547  1.576  0.218  0.134
C  1.926  3.039  0.525  -1.088
C  1.078  3.800  1.502  -0.224
O  1.518  4.264  2.513  -0.568
C  2.172  0.543  1.201  2.546
C  2.430  1.113  2.597  -1.999
C  3.455  -0.078  0.574  0.177
C  4.716  -0.109  1.438  -1.651
C  -0.407  2.674  -1.857  -0.694
F  -0.527  3.828  -1.068  -0.508
C  0.821  2.786  -2.771  -0.645
C  0.410  3.051  -4.226  -1.642
C  -2.470  0.538  1.772  -0.575
Br  -1.376  -0.907  2.477  0.128
C  -2.090  1.921  2.326  1.372
C  -3.348  2.762  2.533  -1.593
Br  -1.262  1.765  4.097  -0.111
H  -5.365  -1.173  1.982  0.214
H  -5.631  -2.804  1.158  0.246
H  -3.075  -2.499  0.596  0.191
H  -3.508  -0.685  -1.153  0.423
H  -4.553  0.183  -0.036  0.365
H  -2.656  1.314  -1.472  0.601
H  -2.345  2.456  -0.206  0.244
H  -0.212  0.473  -2.969  0.302
H  -1.423  -0.336  -2.026  0.181
H  0.676  -1.521  -2.537  0.849
H  1.543  -0.587  -1.357  0.103
H  0.554  -1.868  0.398  -0.119
H  -1.007  -1.940  -0.408  -1.156
H  -0.043  -3.669  -1.957  0.389
H  -0.030  -4.110  -0.257  0.371
H  2.345  -2.999  -0.378  0.273
H  2.564  -3.918  -4.251  0.313
H  1.022  -4.330  -3.503  0.342
H  2.424  -5.404  -3.325  0.322
H  2.002  1.350  -0.749  -0.312
H  1.859  3.596  -0.414  0.256
H  2.964  3.123  0.850  0.515
H  0.029  3.997  1.245  0.361
H  1.415  -0.226  1.341  -0.848
H  2.682  0.320  3.302  0.531
H  1.500  1.542  2.978  0.088
H  3.172  1.911  2.629  0.406
H  3.249  -1.115  0.300  -0.277
H  3.721  0.431  -0.359  0.350
H  4.584  -0.666  2.365  0.338
H  5.500  -0.621  0.871  0.500
H  5.104  0.889  1.656  0.325
H  -1.288  2.686  -2.512  0.875
H  1.453  3.615  -2.452  0.439
H  1.388  1.856  -2.768  0.156
H  1.290  3.231  -4.845  0.449
H  -0.113  2.187  -4.643  0.340
H  -0.259  3.913  -4.286  0.377
H  -3.464  0.296  2.155  0.446
H  -1.395  2.473  1.705  -0.925
H  -4.039  2.283  3.225  0.458
H  -3.071  3.732  2.952  0.465
H  -3.847  2.957  1.577  0.306
O  -2.832  -3.873  3.339  -0.693
S  -1.538  -4.524  2.989  0.923
O  -1.550  -5.959  3.366  -0.772
O  -0.417  -3.812  3.674  -0.742
O  -1.335  -4.396  1.498  -0.705

## Properties
Charge: -2
Largest force on an atom: 1.675 eV Å⁻¹
2S+1: 1
Total energy: -7222.473997 a.u.